1.
{
  "formula": "C9H33Ca3O18PS2",
  "method": "ωB97M-V/def2-TZVPD",
  "elements": ["O", "H", "O", "S", "H", "O", "H", "O", "H", "H", "H", "H", "H", "O", "C", "C", "H", "H", "C", "O", "H", "H", "C", "C", "O", "O", "C", "H", "H", "O", "H", "Ca", "O", "H", "H", "S", "O", "Ca", "O", "H", "H", "H", "O", "H", "H", "H", "H", "H", "H", "C", "O", "H", "H", "C", "O", "H", "H", "O", "O", "O", "H", "Ca", "C", "H", "H", "P"],
  "positions_angstrom": [[-2.833, 2.036, 2.348], [-1.873, 2.790, 4.016], [3.550, -1.405, -1.130], [-3.319, -3.191, -3.393], [2.591, 2.755, -1.796], [-3.062, -4.601, -3.477], [-2.588, 3.695, -0.318], [4.571, -0.756, -3.341], [3.586, -2.182, 1.949], [0.458, 1.315, 1.411], [-0.156, -1.142, 4.232], [1.461, 3.171, 3.383], [-2.465, -2.839, 4.641], [-3.958, -3.003, -2.048], [-3.711, 0.899, -2.796], [2.452, 1.763, -1.380], [-4.493, -0.766, -3.488], [-0.118, 2.891, 2.613], [3.333, -2.829, -1.219], [3.550, 0.967, -1.865], [1.446, 1.385, -1.578], [-2.206, 3.324, -2.031], [0.967, 2.853, 2.468], [-2.685, 2.107, 3.773], [-0.571, 3.686, -0.855], [2.014, -0.742, -3.124], [2.747, -1.687, 2.439], [2.446, 1.704, -0.288], [-1.676, -1.558, 5.703], [-4.273, -2.722, -4.393], [2.850, -3.109, -0.278], [-4.030, -1.386, -0.628], [-1.927, -0.630, -1.072], [6.533, -0.236, -3.581], [-2.718, 0.701, -3.195], [-0.913, -0.276, -0.088], [-0.754, 1.133, 0.195], [-0.195, -1.516, -2.759], [-1.026, -1.062, 1.158], [1.197, 3.621, 1.724], [-2.103, 4.973, -1.402], [5.995, -0.032, -1.880], [-2.071, -2.394, -3.341], [-1.980, 1.752, 2.006], [-2.674, -1.117, 4.385], [-3.521, 1.339, -1.814], [6.315, -1.591, -2.608], [1.473, -1.438, 0.839], [-2.465, 1.078, 4.083], [-1.955, -1.880, 4.700], [1.162, 1.495, 2.062], [2.737, -2.039, 3.469], [-0.473, 2.791, -0.513], [5.875, -0.606, -2.795], [-4.472, -0.317, -2.615], [2.673, -3.182, -2.008], [-4.374, 1.568, -3.339], [0.326, -0.757, -0.713], [1.530, -1.877, 1.707], [-0.779, -1.789, 3.885], [-3.597, 2.367, 4.304], [-0.508, -3.050, 1.882], [-1.926, 3.928, -1.160], [2.997, -0.627, 2.492], [4.326, -3.264, -1.126], [3.288, -0.490, -2.435]],
  "charge": 2,
  "e_lumo_ev": -8.028,
  "homo_lumo_gap_ha": 0.197,
  "molar_mass_g_mol": 644.7,
  "total_energy_ha": -4887.3987
}

2.
{
  "formula": "C9H36As2F12N18O9Tl",
  "method": "ωB97M-V/def2-TZVPD",
  "elements": ["H", "H", "C", "F", "N", "N", "C", "F", "H", "H", "H", "O", "H", "N", "N", "N", "N", "C", "H", "O", "H", "H", "F", "N", "F", "N", "C", "N", "F", "H", "H", "H", "Tl", "H", "N", "F", "As", "F", "H", "C", "H", "H", "H", "C", "H", "H", "F", "H", "O", "N", "F", "O", "H", "F", "H", "F", "H", "N", "H", "H", "H", "N", "N", "O", "H", "N", "O", "O", "H", "C", "C", "H", "O", "H", "H", "O", "H", "H", "N", "N", "F", "N", "H", "As", "C", "H", "H"],
  "positions_angstrom": [[-28.918, 12.282, -24.847], [-22.759, 13.347, -28.034], [-27.949, 11.147, -26.273], [-28.835, 7.242, -25.326], [-25.129, 13.313, -25.187], [-24.966, 8.432, -22.719], [-21.616, 9.070, -24.993], [-21.827, 5.677, -29.526], [-27.412, 11.603, -24.340], [-24.609, 10.617, -33.410], [-27.794, 8.113, -24.236], [-22.605, 9.120, -25.726], [-20.385, 10.266, -23.854], [-28.010, 10.975, -30.679], [-21.829, 13.016, -28.196], [-24.737, 5.167, -25.266], [-29.013, 11.325, -27.129], [-21.600, 11.674, -28.285], [-24.969, 12.370, -22.919], [-25.316, 6.878, -29.237], [-21.041, 13.629, -28.091], [-25.408, 11.116, -31.914], [-21.122, 7.630, -30.752], [-21.233, 7.974, -24.277], [-27.938, 5.272, -28.069], [-23.139, 8.933, -32.263], [-24.072, 9.690, -31.611], [-26.799, 6.044, -30.783], [-27.100, 7.400, -27.135], [-27.376, 8.263, -22.509], [-20.345, 8.027, -23.808], [-21.180, 11.049, -25.205], [-24.728, 9.155, -27.701], [-20.065, 10.315, -28.507], [-20.317, 11.281, -28.352], [-27.285, 5.403, -25.642], [-28.374, 6.248, -26.696], [-20.098, 8.545, -28.597], [-22.441, 8.551, -31.634], [-25.819, 8.331, -23.808], [-24.229, 10.857, -23.310], [-28.863, 11.201, -28.113], [-23.606, 5.927, -30.687], [-28.089, 9.859, -29.891], [-25.441, 13.561, -26.108], [-28.822, 11.265, -31.194], [-29.537, 7.101, -27.654], [-22.323, 4.710, -24.827], [-22.538, 10.875, -28.430], [-24.603, 11.741, -23.608], [-29.594, 5.099, -26.211], [-25.423, 8.550, -24.954], [-27.499, 6.067, -30.052], [-20.761, 6.519, -27.440], [-26.910, 5.497, -31.614], [-19.358, 6.430, -29.457], [-25.662, 5.564, -25.372], [-29.269, 9.218, -29.916], [-29.905, 9.330, -30.684], [-29.353, 8.407, -29.323], [-29.632, 12.035, -26.784], [-20.965, 10.228, -24.671], [-27.133, 8.228, -23.478], [-24.277, 9.673, -30.397], [-19.546, 11.922, -28.302], [-28.115, 11.715, -25.045], [-27.122, 9.514, -29.191], [-26.915, 10.551, -26.575], [-24.673, 5.312, -31.915], [-24.630, 12.065, -24.928], [-23.712, 5.803, -25.873], [-24.492, 4.640, -24.447], [-24.244, 11.337, -25.837], [-25.469, 13.897, -24.444], [-27.175, 11.522, -30.723], [-23.850, 6.716, -26.703], [-21.565, 7.062, -24.546], [-25.384, 8.263, -21.826], [-22.453, 5.411, -25.531], [-24.795, 10.515, -32.433], [-22.436, 7.841, -28.655], [-24.536, 5.677, -30.992], [-23.986, 8.413, -22.946], [-20.907, 7.082, -29.116], [-25.549, 6.217, -30.252], [-21.727, 5.767, -26.146], [-22.780, 9.328, -33.115]],
  "charge": 1,
  "e_lumo_ev": -7.563,
  "homo_lumo_gap_ha": 0.158,
  "molar_mass_g_mol": 1122.7,
  "total_energy_ha": -7870.0044
}